Density functional theory data (wB97M-V/def2-TZVPD) for C40H32BrN5O3PSSn as an isolated structure.

```
84
Properties=species:S:1:pos:R:3:forces:R:3
Sn 0.0806 -0.3003 -0.4697 -0.20 -0.05 -0.39
C -2.5015 -1.6065 2.9723 -0.03 0.01 0.00
C -1.4762 -1.0633 2.0416 0.03 0.09 -0.04
N -1.6288 -1.0426 0.7676 0.37 0.13 0.28
N -2.7742 -1.5057 0.2190 -0.05 -0.05 -0.06
C -2.7361 -1.6563 -1.0861 0.00 -0.01 0.11
N -3.8643 -2.1126 -1.6561 -0.05 0.03 -0.06
S -1.4185 -1.3079 -2.1615 0.00 0.18 0.03
C -0.2119 -0.4744 2.5578 -0.05 0.04 -0.12
C 0.0870 -0.3932 3.9060 -0.03 0.01 -0.02
C 1.2918 0.1735 4.2967 0.02 0.01 -0.02
C 2.1658 0.6577 3.3383 -0.01 -0.02 0.00
C 1.8001 0.5534 2.0078 0.03 0.01 0.08
N 0.6456 0.0058 1.6473 0.04 0.09 -0.15
H -3.1268 -2.3240 2.4496 0.00 0.01 0.00
H -2.0376 -2.0840 3.8317 0.00 -0.03 0.00
H -3.1431 -0.7941 3.3278 0.01 -0.01 0.00
H -4.6091 -2.4290 -1.0563 0.02 -0.02 0.00
H -3.8688 -2.3692 -2.6271 -0.01 0.00 0.01
H -0.6037 -0.7749 4.6417 0.00 0.00 0.01
H 1.5460 0.2312 5.3464 0.00 0.00 0.00
H 3.1129 1.1026 3.6055 0.00 0.00 0.00
H 2.4385 0.9111 1.2083 0.00 -0.01 0.00
O -0.6739 1.7002 -0.0213 -0.17 -0.51 -0.07
P -1.7230 2.7918 -0.1299 -0.02 0.23 0.00
C -0.8525 4.3529 -0.1199 -0.04 -0.03 0.01
C 0.2539 4.4703 -0.9637 0.06 -0.02 0.02
C 0.9626 5.6586 -1.0011 0.01 0.02 0.00
C 0.5759 6.7231 -0.1947 -0.01 0.00 0.01
C -0.5174 6.6029 0.6506 0.02 0.01 -0.01
C -1.2357 5.4165 0.6901 -0.07 0.02 -0.03
C -2.7148 2.6981 -1.6166 0.02 -0.05 0.09
C -2.5925 3.6410 -2.6333 0.05 0.04 -0.04
C -3.3376 3.5040 -3.7951 -0.01 0.01 0.00
C -4.2088 2.4352 -3.9384 0.00 0.00 -0.01
C -4.3461 1.5011 -2.9191 0.02 -0.02 0.03
C -3.6002 1.6287 -1.7607 -0.07 0.00 0.01
C -2.8225 2.7144 1.2846 0.03 0.02 -0.01
C -2.2544 2.3770 2.5143 0.04 -0.01 0.00
C -3.0426 2.3221 3.6508 -0.02 0.00 -0.01
C -4.4005 2.6076 3.5646 0.00 0.00 0.00
C -4.9669 2.9530 2.3464 0.00 0.00 0.00
C -4.1807 3.0091 1.2039 0.01 0.00 0.02
H 0.5621 3.6285 -1.5755 0.01 0.00 0.01
H 1.8182 5.7552 -1.6562 0.00 0.00 0.00
H 1.1340 7.6495 -0.2234 0.00 0.00 0.00
H -0.8115 7.4313 1.2806 0.00 0.00 0.00
H -2.0903 5.3232 1.3494 0.01 -0.01 0.00
H -1.9210 4.4824 -2.5206 -0.02 -0.02 -0.01
H -3.2407 4.2369 -4.5845 0.00 0.00 0.00
H -4.7906 2.3329 -4.8449 -0.01 0.00 0.00
H -5.0352 0.6747 -3.0252 -0.01 -0.02 -0.01
H -3.7263 0.9120 -0.9565 0.04 -0.04 -0.01
H -1.1924 2.1665 2.5763 -0.02 0.00 -0.01
H -2.6008 2.0661 4.6051 0.01 0.00 0.01
H -5.0172 2.5669 4.4527 0.00 0.00 0.00
H -6.0226 3.1795 2.2841 0.00 0.00 0.00
H -4.6259 3.2760 0.2541 0.00 0.01 0.00
C 1.2823 0.6804 -1.8558 0.12 -0.06 0.37
C 1.8710 1.2037 -2.7725 -0.08 0.02 0.08
C 2.5409 1.8462 -3.8640 0.04 0.04 -0.05
C 3.7596 2.4950 -3.6600 -0.01 -0.01 0.00
C 4.3972 3.1186 -4.7194 0.00 0.01 0.00
C 3.8269 3.1001 -5.9847 0.00 0.00 -0.01
C 2.6149 2.4556 -6.1915 0.00 0.00 0.00
C 1.9705 1.8296 -5.1379 0.01 0.01 0.01
H 4.2015 2.4988 -2.6724 0.00 0.00 0.00
H 5.3442 3.6163 -4.5589 0.00 0.00 0.00
H 4.3295 3.5847 -6.8111 0.00 0.00 0.00
H 2.1725 2.4376 -7.1784 0.00 0.00 0.00
H 1.0270 1.3227 -5.2906 0.00 -0.01 0.00
Br 5.4156 -4.4741 -2.8152 -0.01 0.00 0.02
C 4.5496 -4.3859 -1.1404 -0.01 0.01 0.01
C 5.0217 -5.1477 -0.0790 0.01 0.01 -0.05
N 4.4579 -5.1298 1.1232 0.01 -0.03 0.04
C 3.3974 -4.3515 1.3020 -0.04 0.02 -0.01
C 2.8600 -3.5540 0.2981 -0.03 0.00 0.06
C 3.4518 -3.5684 -0.9579 0.04 0.01 0.00
C 1.6662 -2.7035 0.5968 -0.23 -0.18 0.17
O 1.0843 -2.7535 1.6671 0.12 -0.08 0.01
O 1.3138 -1.9285 -0.3945 0.12 0.19 -0.27
H 5.8836 -5.7912 -0.2100 0.00 0.00 0.00
H 2.9429 -4.3505 2.2850 0.00 0.00 0.00
H 3.0623 -2.9564 -1.7590 -0.01 0.00 0.00
```
Forces are in eV/Å.

The calculation puts the HOMO-LUMO gap at 7.5 eV. As for the total energy: -151587.3668 eV. For the strongest force on any atom, the calculation gives 0.54 eV Å⁻¹. As for the total charge: +1. The value obtained for the relative energy (zero: lowest compared OMol25 entry of this formula, charge and spin) is 6.8 kcal/mol.